1.
Entry from the OMol25 dataset: a molecular structure, C60H59BaBrN3P2S2SbSi at a distorted geometry (wB97M-V/def2-TZVPD).

Geometry as XYZ:
```
130
C60H59BaBrN3P2S2SbSi, DFT wB97M-V/def2-TZVPD
Ba 0.837 -0.242 1.398
S 0.375 2.389 2.921
C 0.869 1.282 4.152
N 1.088 -0.002 4.034
C 1.452 -0.601 5.229
C 1.735 -1.953 5.392
C 2.125 -2.407 6.639
C 2.236 -1.528 7.719
C 1.941 -0.182 7.570
C 1.543 0.270 6.319
S 1.114 1.876 5.807
H 1.636 -2.629 4.550
H 2.340 -3.458 6.781
H 2.548 -1.902 8.685
H 2.016 0.497 8.409
N 2.711 1.676 0.482
P 1.587 1.822 -0.877
C 2.769 1.578 -2.243
C 2.545 0.532 -3.133
C 3.411 0.322 -4.199
C 4.510 1.150 -4.366
C 4.740 2.198 -3.480
C 3.865 2.420 -2.432
C 1.370 3.629 -0.926
C 0.602 4.123 -1.982
C 0.399 5.486 -2.123
C 0.947 6.366 -1.198
C 1.692 5.879 -0.136
C 1.906 4.513 0.002
P 3.805 0.303 0.543
C 5.402 1.075 0.091
C 5.673 2.424 0.296
C 6.909 2.946 -0.048
C 7.885 2.122 -0.597
C 7.621 0.777 -0.801
C 6.378 0.257 -0.463
C 4.034 0.202 2.366
C 4.054 1.330 3.187
C 4.468 1.207 4.504
C 4.873 -0.029 4.995
C 4.847 -1.152 4.183
C 4.419 -1.041 2.867
H 2.236 1.924 1.363
H 1.690 -0.117 -2.987
H 3.224 -0.485 -4.896
H 5.189 0.987 -5.194
H 5.598 2.845 -3.612
H 4.025 3.250 -1.756
H 0.164 3.435 -2.699
H -0.191 5.861 -2.949
H 0.785 7.431 -1.302
H 2.109 6.563 0.593
H 2.483 4.140 0.838
H 4.903 3.065 0.709
H 7.113 3.998 0.110
H 8.851 2.531 -0.865
H 8.378 0.133 -1.232
H 6.168 -0.794 -0.635
H 3.732 2.295 2.816
H 4.469 2.074 5.152
H 5.194 -0.119 6.025
H 5.140 -2.115 4.580
H 4.378 -1.916 2.226
Br 1.461 -4.139 -5.203
C 1.703 -3.522 -3.432
C 2.924 -3.003 -3.043
C 3.031 -2.524 -1.747
N 2.039 -2.546 -0.862
C 0.876 -3.070 -1.259
C 0.655 -3.572 -2.532
H 3.762 -2.957 -3.723
H 3.966 -2.090 -1.408
H 0.084 -3.089 -0.512
H -0.309 -3.977 -2.806
C 0.328 -4.491 2.195
Si -0.921 -3.015 2.034
C -2.449 -3.880 1.252
C -1.583 -2.803 3.826
H 0.293 -4.934 3.196
H 1.367 -4.211 1.992
H 0.075 -5.285 1.484
H -2.843 -4.654 1.920
H -2.207 -4.366 0.299
H -3.253 -3.165 1.061
H -1.855 -3.775 4.253
H -2.484 -2.181 3.808
H -0.880 -2.319 4.509
C -6.617 -0.241 -2.848
C -6.858 0.974 -1.992
C -8.081 1.631 -2.097
C -8.388 2.729 -1.307
C -7.462 3.196 -0.388
C -6.237 2.553 -0.276
C -5.918 1.454 -1.071
Sb -4.058 0.474 -0.556
C -2.939 0.403 -2.415
C -1.855 -0.478 -2.370
C -1.020 -0.659 -3.461
C -1.237 0.080 -4.614
C -2.255 1.017 -4.639
C -3.108 1.209 -3.549
C -4.131 2.311 -3.644
C -5.090 -1.421 -0.352
C -6.030 -1.304 0.673
C -6.858 -2.356 1.030
C -6.747 -3.561 0.355
C -5.812 -3.691 -0.658
C -4.973 -2.642 -1.028
C -3.975 -2.881 -2.125
H -7.063 -0.111 -3.835
H -7.065 -1.127 -2.392
H -5.555 -0.445 -2.979
H -8.810 1.268 -2.814
H -9.352 3.213 -1.406
H -7.689 4.050 0.237
H -5.513 2.921 0.445
H -1.661 -1.031 -1.453
H -0.211 -1.374 -3.413
H -0.600 -0.055 -5.479
H -2.395 1.631 -5.522
H -3.808 3.055 -4.372
H -4.281 2.812 -2.690
H -5.104 1.935 -3.964
H -6.129 -0.365 1.211
H -7.579 -2.233 1.828
H -7.382 -4.398 0.616
H -5.718 -4.638 -1.178
H -4.169 -3.835 -2.615
H -2.962 -2.916 -1.719
H -4.002 -2.096 -2.881
```

## Properties
electronic energy	-7094.43988	Eh
HOMO-LUMO gap	5.94	eV
HOMO energy	-5.8	eV
LUMO level	0.18	eV
charge	0
energy relative to the best compared isomer or geometry (same formula, charge and spin)	1.0492	eV
largest force on an atom	0.03694	Eh/bohr

Mulliken population analysis, charges in e, atoms 1 to 99:
1. Ba 1.230
2. S -0.229
3. C 0.412
4. N 0.221
5. C -1.326
6. C -0.057
7. C -0.681
8. C -0.636
9. C -0.446
10. C 0.898
11. S -0.343
12. H 0.488
13. H 0.428
14. H 0.391
15. H 0.435
16. N 0.011
17. P 0.761
18. C -0.031
19. C -0.201
20. C -0.649
21. C -0.813
22. C -0.648
23. C -0.253
24. C 0.081
25. C -0.768
26. C -0.598
27. C -0.534
28. C -0.813
29. C 0.183
30. P 0.132
31. C 1.160
32. C -0.315
33. C -0.688
34. C -0.593
35. C -0.618
36. C -0.628
37. C 1.562
38. C -0.709
39. C -0.942
40. C -0.440
41. C -0.753
42. C -0.669
43. H -0.226
44. H 0.431
45. H 0.607
46. H 0.400
47. H 0.441
48. H 0.490
49. H 0.468
50. H 0.435
51. H 0.379
52. H 0.438
53. H 0.258
54. H 0.174
55. H 0.443
56. H 0.397
57. H 0.443
58. H 0.271
59. H 0.204
60. H 0.425
61. H 0.438
62. H 0.408
63. H 0.384
64. Br -0.118
65. C 0.095
66. C -0.602
67. C -0.072
68. N 0.338
69. C 0.194
70. C -1.118
71. H 0.533
72. H 0.156
73. H 0.045
74. H 0.516
75. C -1.397
76. Si 0.185
77. C -0.868
78. C -1.111
79. H 0.401
80. H 0.254
81. H 0.449
82. H 0.439
83. H 0.357
84. H -0.152
85. H 0.361
86. H 0.301
87. H 0.126
88. C -1.654
89. C 1.073
90. C -0.628
91. C -0.609
92. C -0.628
93. C -0.850
94. C 0.088
95. Sb 0.981
96. C -0.428
97. C 0.001
98. C -0.191
99. C -0.954



2.
Entry from the OMol25 dataset: 2 unconnected molecules or ions with the total composition C4H3FS at a distorted geometry (wB97M-V/def2-TZVPD).

Geometry as XYZ:
```
9
C4H3FS, DFT wB97M-V/def2-TZVPD
C 1.090 0.010 2.131
C 0.992 0.057 -1.886
C 0.174 0.144 1.322
C 0.494 -1.022 -1.791
F -0.044 -2.227 -1.926
S -1.336 0.483 0.559
H 1.931 0.218 2.669
H 1.598 0.880 -1.555
H -1.910 -0.111 1.557
```

## Properties
electronic energy	-652.06229	Eh
HOMO-LUMO gap	9.73	eV
HOMO energy	-9.1	eV
LUMO level	0.61	eV
charge	0
energy relative to the best compared isomer or geometry (same formula, charge and spin)	4.8596	eV
largest force on an atom	0.09010	Eh/bohr

From a Mulliken analysis of the wavefunction, the atomic charges in e read:
1. C 0.120
2. C -0.190
3. C -0.532
4. C 0.069
5. F -0.214
6. S -0.145
7. H 0.412
8. H 0.347
9. H 0.132



3.
Entry from the OMol25 dataset: a gas-phase ion, C6H14NS (charge -1) at a distorted geometry (wB97M-V/def2-TZVPD).

Geometry as XYZ:
```
22
C6H14NS, DFT wB97M-V/def2-TZVPD
C 0.414 -1.248 -1.181
C 1.436 -2.346 -1.265
S 1.167 -3.356 -2.812
C 0.623 -0.389 0.103
N 0.181 0.984 -0.044
C -0.156 1.480 1.296
C -1.249 0.840 2.196
C -0.765 1.498 -1.011
H 0.540 -0.702 -2.132
H -0.596 -1.666 -1.217
H 1.328 -3.040 -0.407
H 2.473 -2.044 -1.293
H 0.402 -1.038 0.965
H 1.722 -0.266 0.192
H -0.437 2.542 1.199
H 0.771 1.514 1.915
H -1.512 -0.151 1.856
H -1.004 0.878 3.229
H -2.100 1.510 2.187
H -0.924 0.760 -1.791
H -1.815 1.694 -0.748
H -0.498 2.545 -1.236
```

## Properties
electronic energy	-689.91397	Eh
HOMO-LUMO gap	5.48	eV
HOMO energy	-2.2	eV
LUMO level	3.26	eV
charge	-1
energy relative to the best compared isomer or geometry (same formula, charge and spin)	1.6696	eV
largest force on an atom	0.06869	Eh/bohr

From a Mulliken analysis of the wavefunction, the atomic charges in e read:
1. C -0.632
2. C -0.988
3. S -0.715
4. C -0.273
5. N 0.029
6. C -0.807
7. C -1.009
8. C -1.019
9. H 0.350
10. H 0.260
11. H 0.249
12. H 0.301
13. H 0.299
14. H 0.215
15. H 0.437
16. H 0.363
17. H 0.328
18. H 0.311
19. H 0.304
20. H 0.408
21. H 0.294
22. H 0.295



4.
Entry from the OMol25 dataset: 3 unconnected molecules or ions with the total composition C3H11NO3 at a distorted geometry (wB97M-V/def2-TZVPD).

Geometry as XYZ:
```
18
C3H11NO3, DFT wB97M-V/def2-TZVPD
C -1.186 -0.252 1.743
C 0.037 0.095 0.930
C -0.120 -0.693 -0.520
O 0.664 -1.161 -1.248
N -1.330 -1.605 2.183
H -2.085 0.291 1.226
H -1.070 0.280 2.617
H 1.001 -0.188 1.331
H 0.082 1.091 0.720
H -1.164 -0.411 -1.045
H -0.560 -2.244 1.915
H -2.208 -1.929 1.774
H 2.029 -0.760 -2.693
H 3.056 0.131 -2.152
O 2.197 0.178 -2.543
H -0.375 2.524 -1.859
H 0.652 1.980 -0.935
O 0.382 2.674 -1.443
```

## Properties
electronic energy	-400.93630	Eh
HOMO-LUMO gap (spin up / spin down)	9.93 / 4.65	eV
HOMO energy (spin up / spin down)	-14.6 / -14.3	eV
2S+1	2
⟨S²⟩	0.76
LUMO level (spin up / spin down)	-4.64 / -9.66	eV
charge	+1
energy relative to the best compared isomer or geometry (same formula, charge and spin)	3.1473	eV
largest force on an atom	0.11427	Eh/bohr

From a Mulliken analysis of the wavefunction, the atomic charges in e read:
1. C -0.626
2. C -0.520
3. C 0.115
4. O -0.221
5. N -0.319
6. H 0.374
7. H 0.349
8. H 0.398
9. H 0.415
10. H 0.294
11. H 0.322
12. H 0.340
13. H 0.348
14. H 0.314
15. O -0.599
16. H 0.304
17. H 0.255
18. O -0.544



5.
Entry from the OMol25 dataset: C9H10NOP in the gas phase at a distorted geometry (wB97M-V/def2-TZVPD).

Geometry as XYZ:
```
22
C9H10NOP, DFT wB97M-V/def2-TZVPD
C -1.279 0.937 2.640
C -2.250 1.041 1.711
C -0.047 0.348 2.394
C -2.067 0.579 0.420
C 0.183 -0.066 1.118
C -0.843 0.004 0.125
C 1.488 -0.523 0.478
C 1.819 -0.359 -2.145
C 1.062 -0.961 -0.941
N -0.297 -0.466 -1.067
O 0.923 0.232 -3.051
P -0.625 0.265 -2.561
H -1.569 1.340 3.582
H -3.261 1.312 1.981
H 0.733 0.348 3.122
H -2.926 0.821 -0.167
H 2.232 0.205 0.348
H 2.006 -1.315 1.133
H 2.645 0.404 -2.086
H 2.376 -1.197 -2.794
H 0.878 -2.031 -1.179
H -1.180 -0.917 -3.059
```

## Properties
electronic energy	-820.26390	Eh
HOMO-LUMO gap	8.61	eV
HOMO energy	-7.7	eV
LUMO level	0.89	eV
charge	0
energy relative to the best compared isomer or geometry (same formula, charge and spin)	0.7215	eV
largest force on an atom	0.08153	Eh/bohr

From a Mulliken analysis of the wavefunction, the atomic charges in e read:
1. C -0.419
2. C -0.475
3. C -0.802
4. C -0.848
5. C 1.199
6. C 0.013
7. C -0.962
8. C -0.494
9. C 0.167
10. N 0.002
11. O -0.370
12. P -0.018
13. H 0.358
14. H 0.350
15. H 0.431
16. H 0.356
17. H 0.350
18. H 0.331
19. H 0.287
20. H 0.184
21. H 0.339
22. H 0.022